[1]
24
Properties=species:S:1:pos:R:3:forces:R:3:lowdin_charge:R:1 method="wB97M-V/def2-TZVPD" energy_ha=-405.09025 homo_lumo_gap_ev=10.0 de_lowest_kcal_mol=18.8 fmax_ev_per_a=1.50 total_charge=+1
C -1.407206 1.827467 -0.792032 0.1 -0.3 -0.8 -0.023
C -0.237639 0.948506 -1.168263 0.7 -0.5 0.7 -0.342
C -0.401653 -0.503197 -0.769523 -0.9 0.0 -0.1 -0.177
C -1.463949 -1.165389 -1.642896 1.1 -0.2 0.9 -0.166
C -1.893602 -2.383041 -1.388976 -1.0 -0.9 -0.7 0.023
N 0.987555 1.482676 -0.410291 -0.3 0.0 -0.3 0.202
H -1.460929 1.868560 0.278215 -0.1 0.3 0.7 0.090
H -1.278123 2.804935 -1.235293 -0.1 0.4 0.1 0.091
H -2.359379 1.426913 -1.131341 0.1 -0.1 -0.2 0.099
H 0.083218 0.965370 -2.198973 -0.3 0.4 -0.5 0.151
H -0.759716 -0.528078 0.258046 0.1 -0.1 0.3 0.126
H 0.539216 -1.054946 -0.800130 0.0 0.1 -0.1 0.121
H -1.802562 -0.631436 -2.510607 -0.1 0.1 -0.4 0.103
H -2.588489 -2.866000 -2.067697 -0.1 0.2 -0.1 0.066
H -1.675501 -3.051119 -0.566776 0.6 0.5 0.3 0.073
H 1.834113 1.104630 -0.826413 0.2 -0.1 0.1 0.156
H 0.997948 1.163588 0.565808 0.1 0.0 -0.1 0.135
H 1.037388 2.498521 -0.462854 0.0 0.1 0.1 0.167
H 3.186782 -0.752470 0.965003 -0.3 0.1 -0.6 0.070
H 2.443466 -0.390551 2.154369 -0.9 0.1 0.0 0.028
O 2.321786 -0.368421 1.182695 1.1 -0.2 0.7 -0.070
H 1.779879 -1.073256 4.727009 0.4 0.0 -0.1 0.064
H 0.581625 -0.615558 3.973239 0.0 0.1 -0.3 0.056
O 1.535772 -0.707704 3.867684 -0.3 -0.1 0.4 -0.046


[2]
24
Properties=species:S:1:pos:R:3:forces:R:3:lowdin_charge:R:1 method="wB97M-V/def2-TZVPD" energy_ha=-405.01732 homo_lumo_gap_ev=10.6 de_lowest_kcal_mol=64.5 fmax_ev_per_a=4.68 total_charge=+1
C -1.135632 -1.135480 1.858134 -0.8 0.4 -1.5 -0.118
C -1.719113 0.101165 2.508918 0.0 1.7 -1.0 -0.248
C -1.632057 1.173350 1.406813 1.1 -0.2 -3.0 -0.168
C -0.260502 1.021989 0.592569 -1.2 1.2 1.0 -0.088
C -0.230914 1.149731 -0.718461 -1.0 0.9 -0.2 -0.133
N 0.957201 0.872138 -1.472754 0.6 -4.6 -0.6 0.150
H -1.626845 -1.296876 0.858371 0.0 0.0 1.0 0.095
H -0.067149 -1.016029 1.517878 -0.9 -0.5 1.4 0.081
H -1.444794 -1.892886 2.518776 0.7 -1.9 0.4 0.061
H -2.755918 0.121779 2.851203 -0.2 -1.0 -0.4 0.114
H -1.235910 0.371492 3.455921 0.6 0.2 -0.5 0.117
H -2.491785 1.254654 0.586429 1.6 -0.7 2.0 0.161
H -1.478632 2.154457 1.717196 -0.4 1.9 1.2 0.075
H 0.684209 1.065449 1.181603 -0.7 -0.7 -0.4 0.148
H -1.023218 1.500315 -1.370098 -0.4 -0.6 0.3 0.134
H 1.039202 -0.256061 -1.432079 0.2 2.9 -0.2 0.193
H 0.961084 0.979037 -2.476349 -0.7 0.6 -0.5 0.157
H 1.830078 1.228024 -1.155716 1.0 0.4 0.9 0.110
H 0.783726 -2.772770 -2.702609 -1.3 2.4 -0.9 0.099
H -0.654287 -2.123634 -3.175141 3.5 0.7 0.6 0.125
O 0.362468 -1.872994 -2.994753 -2.1 -2.9 0.5 -0.159
H 3.984332 -0.687765 -0.561290 -0.6 1.1 -1.1 0.100
H 3.716245 0.065085 -1.957918 0.5 -0.4 0.3 0.062
O 3.438214 -0.004171 -1.036639 0.4 -0.8 0.7 -0.067


[3]
24
Properties=species:S:1:pos:R:3:forces:R:3:lowdin_charge:R:1 method="wB97M-V/def2-TZVPD" energy_ha=-405.01674 homo_lumo_gap_ev=8.9 de_lowest_kcal_mol=64.9 fmax_ev_per_a=4.97 total_charge=+1
C -0.368457 2.880513 -2.274137 1.8 3.2 -1.3 -0.166
C -1.417921 2.029099 -1.702721 -4.7 0.9 -1.2 -0.300
C -1.076831 0.721061 -1.001081 0.1 0.4 0.3 -0.163
C 0.228638 0.153024 -1.697413 -0.9 1.3 3.4 -0.126
C 1.774348 -1.169225 -0.400341 -1.1 -2.1 -0.2 0.211
N 0.610562 -1.070944 -0.995986 3.6 -1.4 1.0 0.064
H -0.764935 3.683073 -2.973187 -0.2 -1.4 0.4 0.107
H 0.143933 3.620807 -1.627597 0.1 -1.0 0.5 0.088
H 0.399357 2.382708 -2.879462 -0.1 0.0 0.2 0.068
H -2.173881 2.736399 -1.130153 1.7 -1.7 -0.5 0.156
H -2.098652 1.813924 -2.613212 1.0 -0.2 1.3 0.136
H -1.144277 0.913671 0.101407 1.6 -0.3 -0.6 0.131
H -1.868479 -0.018960 -1.036804 -0.3 -0.1 -0.8 0.105
H 0.185798 0.182472 -2.749152 -0.5 -1.0 -1.3 0.125
H 1.043968 0.821740 -1.448348 0.1 0.2 0.0 0.115
H 2.099873 -2.038705 0.235314 -1.2 0.5 -0.6 0.117
H 2.617828 -0.556136 -0.562579 0.2 1.7 -0.2 0.110
H 0.124509 -1.972069 -0.930490 -0.9 0.9 -0.1 0.189
H 1.512414 -4.302918 2.146467 0.5 1.1 0.0 0.065
H 1.989911 -3.381749 3.257490 0.0 0.3 -1.0 0.063
O 1.904758 -3.401836 2.276742 -0.6 -1.3 0.8 -0.095
H -2.093779 1.074598 4.266155 -0.2 0.2 -0.1 0.029
H -1.124009 0.252653 5.062189 0.2 -0.1 0.2 0.031
O -1.650031 0.226620 4.261760 0.1 -0.1 -0.2 -0.060


[4]
24
Properties=species:S:1:pos:R:3:forces:R:3:lowdin_spin:R:1 method="wB97M-V/def2-TZVPD" energy_ha=-404.62967 homo_lumo_gap_ev="10.5 / 6.9" de_lowest_kcal_mol=5.7 fmax_ev_per_a=1.12 total_charge=+2 multiplicity=2
C -2.001308 -0.895654 -1.643879 -0.1 0.1 0.2 0.001
C -0.843840 -0.317457 -0.808431 -0.7 -0.3 -0.1 0.005
C 0.514163 -0.756195 -1.340268 0.6 -0.1 0.0 0.070
C 1.688169 0.071869 -1.066753 0.0 0.1 0.5 0.346
C 3.011977 -0.360707 -1.223702 0.9 -0.5 -0.5 0.472
N -1.043420 -0.711483 0.651038 -0.4 0.3 -0.8 0.003
H -1.672191 -1.176272 -2.637313 0.1 -0.3 0.0 0.000
H -2.495871 -1.732287 -1.144943 0.2 -0.2 -0.2 0.000
H -2.771507 -0.157461 -1.806069 -0.2 0.3 0.1 0.000
H -0.951801 0.762014 -0.818868 0.4 0.2 0.0 0.000
H 0.460516 -0.714738 -2.446437 -0.1 0.0 -0.1 0.034
H 0.789864 -1.808973 -1.176074 -0.3 0.0 0.1 0.010
H 1.587443 1.098658 -0.726410 -0.3 0.0 -0.1 0.011
H 3.835340 0.330545 -1.258844 0.0 0.6 0.1 0.019
H 3.378111 -1.376748 -1.382951 -0.7 -0.1 0.1 0.017
H -1.618822 -1.550346 0.705894 0.2 -0.2 0.2 0.000
H -1.560445 0.053269 1.101704 0.0 0.1 0.3 0.000
H -0.156957 -0.802027 1.147366 0.1 0.1 0.4 0.000
H -1.347150 2.818338 2.069339 -0.1 -0.5 -0.1 0.000
H -2.295353 1.988315 2.890934 0.0 -0.3 0.1 0.000
O -1.595867 1.887219 2.229727 0.2 0.6 -0.1 0.000
H 0.494947 1.256869 2.231267 0.0 -0.1 0.2 0.000
H 1.966513 0.832115 1.955585 -0.1 0.0 0.4 0.000
O 1.047354 0.563309 1.837672 0.2 0.1 -0.5 0.012